Record 1
# C35H55N7O5S2Si2Ti

A molecular structure, C35H55N7O5S2Si2Ti (ωB97M-V/def2-TZVPD, the OMol25 dataset).

```
107
Properties=species:S:1:pos:R:3:lowdin_spin:R:1
Ti -1.00 0.26 0.24 0.997
S 1.30 0.05 1.10 -0.012
C 1.01 1.16 2.42 0.045
N 2.00 1.27 3.28 0.188
N 1.83 2.19 4.33 0.018
C 1.52 3.50 4.18 0.004
C 1.72 4.18 2.97 0.003
C 1.48 5.54 2.89 0.003
C 1.06 6.26 4.00 0.001
C 0.87 5.59 5.21 0.002
C 1.09 4.24 5.30 0.000
N -0.09 1.89 2.52 0.291
N -1.14 1.73 1.70 0.267
C -2.13 2.64 1.96 0.008
C -2.01 3.58 3.01 0.045
C -3.01 4.49 3.28 -0.003
C -4.18 4.51 2.54 0.051
C -4.32 3.59 1.50 -0.003
C -3.32 2.69 1.21 0.042
H 1.54 1.76 5.20 0.005
H 2.03 3.63 2.10 0.001
H 1.61 6.04 1.95 0.000
H 0.88 7.32 3.93 0.000
H 0.53 6.14 6.08 0.000
H 0.90 3.71 6.23 0.000
H -1.10 3.59 3.59 0.005
H -2.87 5.21 4.07 -0.002
H -4.97 5.23 2.75 0.004
H -5.22 3.60 0.90 -0.002
H -3.43 2.01 0.38 0.003
C 4.34 -0.01 -1.32 0.000
C 3.17 0.91 -1.70 0.000
C 3.40 1.50 -3.09 0.000
C 3.04 2.03 -0.65 0.000
O 1.96 0.19 -1.69 0.000
Si 1.42 -1.12 -2.48 0.001
S -0.42 -1.61 -1.66 0.010
O 1.48 -0.66 -4.07 0.000
C 1.26 -1.34 -5.27 0.000
C 0.84 -0.30 -6.32 0.000
C 2.58 -2.00 -5.69 0.000
C 0.16 -2.40 -5.14 0.000
O 2.49 -2.39 -2.54 0.000
C 2.57 -3.58 -1.79 0.000
C 2.45 -3.31 -0.29 0.000
C 1.46 -4.54 -2.23 0.000
C 3.96 -4.17 -2.10 0.000
H 5.26 0.56 -1.26 0.000
H 4.43 -0.80 -2.07 0.000
H 4.12 -0.47 -0.36 0.000
H 4.34 2.06 -3.13 0.000
H 2.57 2.16 -3.34 0.000
H 3.41 0.69 -3.81 0.000
H 3.75 2.83 -0.84 0.000
H 3.20 1.63 0.35 0.000
H 2.03 2.42 -0.68 0.000
H 1.60 0.47 -6.39 0.000
H -0.09 0.16 -6.02 0.000
H 0.73 -0.78 -7.29 0.000
H 3.32 -1.23 -5.92 0.000
H 2.43 -2.63 -6.57 0.000
H 2.95 -2.60 -4.86 0.000
H -0.72 -1.96 -4.68 0.000
H 0.50 -3.20 -4.49 0.000
H -0.09 -2.80 -6.12 0.000
H 1.48 -2.85 -0.09 0.000
H 3.22 -2.63 0.04 0.000
H 2.53 -4.25 0.26 0.000
H 0.51 -4.02 -2.13 0.000
H 1.45 -5.44 -1.61 0.000
H 1.60 -4.83 -3.27 0.000
H 4.73 -3.47 -1.79 0.000
H 4.06 -4.34 -3.17 0.000
H 4.11 -5.11 -1.58 0.000
O -3.35 -0.27 -1.97 0.006
C -3.78 -0.37 -0.83 0.004
C -5.26 -0.67 -0.50 0.001
C -5.30 -0.62 1.02 0.001
C -3.83 -0.36 1.41 0.004
O -3.45 -0.28 2.57 0.007
N -3.07 -0.22 0.30 0.009
H -5.54 -1.64 -0.91 0.000
H -5.89 0.08 -0.97 0.000
H -5.64 -1.55 1.48 0.000
H -5.91 0.20 1.40 0.000
N -1.73 -3.51 2.29 0.000
C -1.29 -2.81 3.39 0.000
C -0.90 -1.59 2.93 0.000
N -1.10 -1.52 1.58 0.001
C -1.59 -2.68 1.21 0.001
H -2.10 -4.45 2.29 0.000
H -1.31 -3.25 4.36 0.000
H -0.49 -0.76 3.48 0.000
H -1.81 -2.96 0.20 0.000
C 0.02 3.83 -1.47 -0.005
Si -1.02 2.15 -1.57 -0.004
C -0.65 1.69 -3.44 0.002
C -2.76 3.01 -1.93 -0.002
H -0.46 4.63 -2.04 -0.001
H 1.02 3.72 -1.88 0.000
H 0.12 4.18 -0.44 0.000
H -0.66 2.57 -4.09 0.000
H -1.42 1.01 -3.79 0.000
H 0.30 1.20 -3.55 0.000
H -2.74 3.53 -2.89 0.000
H -3.03 3.74 -1.17 0.000
H -3.55 2.27 -1.99 0.000
```

Computed properties:
2S+1 = 3
LUMO level (spin up / spin down) = 3.93 / 3.93 eV
Net charge = -2

Record 2
# C4H6FO4V

A molecular structure, C4H6FO4V (ωB97M-V/def2-TZVPD, the OMol25 dataset).

```
16
Properties=species:S:1:pos:R:3:lowdin_spin:R:1
C 0.71 -0.93 -2.55 0.000
O 1.34 -0.03 -1.70 0.000
H -0.18 -0.49 -3.05 0.000
H 1.40 -1.28 -3.34 0.000
H 0.33 -1.83 -2.00 0.000
C -0.50 0.92 2.32 0.036
O 0.66 1.21 1.88 0.012
C 0.76 0.41 0.19 0.001
C -0.75 0.46 0.05 0.002
O -1.29 0.34 1.38 0.057
O -0.77 0.55 3.48 0.105
F 1.21 -0.83 0.60 0.002
H 1.38 1.29 -0.03 0.000
H -1.07 1.42 -0.35 0.000
H -1.15 -0.38 -0.52 0.000
V -2.09 -0.84 3.63 3.785
```

Computed properties:
2S+1 = 5
LUMO level (spin up / spin down) = -1.10 / -0.81 eV

Record 3
# C21H32N2O5S

A molecular structure, C21H32N2O5S (ωB97M-V/def2-TZVPD, the OMol25 dataset).

```
61
Properties=species:S:1:pos:R:3:mulliken_charge:R:1
C 0.87 5.47 -4.87 -1.261
H 0.73 6.03 -3.94 0.391
O 0.42 3.98 -4.59 -0.439
C 1.19 3.41 -3.80 0.820
C 2.17 3.99 -3.22 -0.530
C 3.13 3.20 -2.31 -0.538
C 2.83 1.96 -2.03 0.114
C 1.52 1.24 -2.84 -0.419
C 0.84 2.06 -3.70 -0.447
H -0.04 1.70 -4.06 0.719
S 1.23 -0.55 -2.53 1.130
O 2.19 -1.36 -2.94 -0.598
O -0.33 -0.49 -3.19 -0.736
N 0.91 -0.45 -0.79 0.155
C -0.58 -0.04 -0.49 -1.478
H -0.73 0.86 -1.05 0.594
C -1.49 -1.08 -0.39 -0.661
H -1.45 -1.45 -1.48 0.249
H -2.47 -1.08 -0.10 0.996
C -0.76 -2.38 0.41 0.246
C -1.02 -2.05 1.77 -0.013
O 0.20 -1.76 2.55 -0.763
N -2.14 -2.15 2.34 0.154
H -2.81 -2.26 1.75 0.312
C -2.68 -1.93 3.51 0.319
C -3.41 -2.91 4.40 -1.885
H -3.16 -3.64 3.92 0.971
C -3.11 -3.15 5.84 -0.876
C -3.00 -1.56 6.63 -1.235
C -4.07 -0.55 6.21 -1.794
C -3.51 0.16 4.98 -1.282
H -2.62 0.63 5.23 0.550
C -3.38 -0.45 3.69 -0.475
H -2.98 0.39 2.96 0.106
H -4.41 -0.55 3.26 0.406
H -4.05 0.98 4.92 0.750
H -4.47 -0.01 6.89 0.721
H -4.81 -1.00 5.97 0.900
H -2.05 -1.27 6.55 0.684
H -3.11 -1.91 7.62 0.479
H -3.91 -3.52 6.43 0.462
H -1.94 -3.44 6.06 0.262
H -4.39 -2.64 4.08 0.446
H -1.66 -1.41 4.20 0.278
C 0.58 -2.73 -0.20 -0.620
H 0.87 -3.46 0.73 0.251
C 1.37 -1.37 0.07 -2.164
H 2.30 -1.57 -0.33 0.507
H 1.51 -1.22 0.93 1.500
H 0.67 -3.08 -1.16 0.476
H -1.53 -3.34 0.18 0.210
H -0.46 0.30 0.60 0.499
O 3.21 0.73 -1.18 -0.255
C 4.50 1.39 -0.45 -1.300
H 5.29 1.65 -1.10 0.473
H 4.47 2.12 0.24 0.487
H 4.75 0.50 -0.04 0.341
H 4.06 3.54 -1.86 0.364
H 2.77 4.82 -3.30 0.464
H 0.22 5.87 -5.37 0.515
H 1.69 5.54 -5.41 0.470
```

Computed properties:
LUMO level = 0.66 eV

Record 4
# C35H52AsOP3PtSe

A molecular structure, C35H52AsOP3PtSe (ωB97M-V/def2-TZVPD, the OMol25 dataset).

```
94
Properties=species:S:1:pos:R:3:lowdin_spin:R:1
Pt -1.02 -0.51 -1.14 0.551
P -2.48 -0.91 0.93 0.111
P 0.04 -2.58 -1.19 0.083
P -2.90 -1.01 -2.47 0.184
H 0.17 2.09 -1.25 0.006
C -0.89 1.83 -1.42 0.056
C -1.65 1.63 -0.23 0.014
H -1.08 1.74 0.70 0.003
C -2.03 -0.12 2.52 0.025
C -2.73 -2.67 1.39 0.015
C -4.24 -0.36 0.79 0.013
C 1.21 -2.70 -2.60 0.023
C 1.09 -3.12 0.21 0.025
C -0.90 -4.12 -1.49 -0.002
C -3.97 0.46 -2.57 0.034
C -4.01 -2.42 -2.07 0.032
C -2.46 -1.41 -4.19 0.039
H -1.29 2.34 -2.30 0.002
H -2.71 1.91 -0.21 0.000
H -1.77 0.93 2.37 0.000
H -1.18 -0.63 2.99 0.003
H -2.92 -0.19 3.17 0.004
H -1.76 -3.13 1.63 0.000
H -3.23 -3.21 0.57 0.000
H -3.38 -2.70 2.28 0.004
H -4.28 0.68 0.47 0.000
H -4.68 -0.45 1.80 0.003
H -4.80 -1.01 0.10 0.000
H 1.80 -3.64 -2.55 0.004
H 1.88 -1.83 -2.57 0.006
H 0.65 -2.69 -3.55 0.003
H 1.53 -4.11 0.02 0.004
H 0.49 -3.17 1.12 0.000
H 1.89 -2.38 0.34 0.000
H -0.17 -4.95 -1.52 0.000
H -1.41 -4.09 -2.46 0.000
H -1.61 -4.32 -0.68 0.000
H -4.62 0.38 -3.44 0.007
H -3.36 1.36 -2.67 0.001
H -4.59 0.56 -1.67 0.000
H -4.74 -2.56 -2.89 0.008
H -4.59 -2.25 -1.16 0.000
H -3.45 -3.35 -1.98 0.001
H -3.37 -1.44 -4.82 0.007
H -2.00 -2.41 -4.22 0.000
H -1.76 -0.66 -4.59 0.013
C 0.81 1.98 -5.31 0.211
C 0.26 3.13 -4.75 0.084
C 0.32 4.36 -5.41 0.023
C 0.88 4.45 -6.69 0.181
C 1.39 3.30 -7.30 0.020
C 1.35 2.06 -6.63 0.094
Se 0.75 0.41 -4.08 0.974
H 0.10 0.06 -2.43 0.058
H -0.19 3.05 -3.77 0.005
H -0.08 5.24 -4.90 -0.001
H 0.92 5.41 -7.20 0.007
H 1.84 3.38 -8.31 -0.001
H 1.75 1.16 -7.11 0.002
O 0.67 -0.37 1.15 0.055
As 1.60 0.35 2.38 0.010
C 1.19 2.22 2.44 0.001
C 0.28 2.71 3.39 0.002
C -0.01 4.08 3.45 0.000
C 0.62 4.97 2.58 0.000
C 1.48 4.48 1.58 0.000
C 1.75 3.10 1.50 0.000
C 1.19 -0.49 4.09 0.257
C 0.70 -1.81 4.16 0.064
C 0.52 -2.42 5.40 0.082
C 0.79 -1.72 6.58 0.276
C 1.27 -0.41 6.52 0.071
C 1.46 0.22 5.27 0.060
C 3.47 -0.12 2.14 0.060
C 3.85 -1.46 2.20 0.036
C 5.21 -1.79 2.12 0.000
C 6.17 -0.78 1.99 0.043
C 5.78 0.56 1.91 0.025
C 4.42 0.90 2.01 0.007
H -0.20 2.03 4.08 0.001
H -0.74 4.45 4.18 0.000
H 0.42 6.05 2.65 0.000
H 1.93 5.17 0.86 0.000
H 2.38 2.72 0.70 0.000
H 0.45 -2.34 3.23 0.000
H 0.14 -3.44 5.44 0.001
H 0.62 -2.19 7.54 0.010
H 1.49 0.16 7.43 0.000
H 1.80 1.25 5.23 -0.001
H 3.11 -2.25 2.33 0.000
H 5.51 -2.85 2.16 -0.001
H 7.23 -1.05 1.92 0.002
H 6.52 1.34 1.79 0.001
H 4.11 1.94 2.01 0.000
```

Computed properties:
2S+1 = 5
LUMO level (spin up / spin down) = -10.35 / -14.42 eV
Net charge = +4

Record 5
# C10H10Cl4N2O3

2 unconnected molecules or ions with the total composition C10H10Cl4N2O3 (ωB97M-V/def2-TZVPD, the OMol25 dataset).

```
29
Properties=species:S:1:pos:R:3:mulliken_charge:R:1
N -1.66 0.91 -2.19 -0.455
C -0.87 0.49 -1.03 -0.703
C 0.57 0.99 -1.08 0.214
O 0.71 2.19 -1.89 -0.400
C 1.71 2.91 -1.39 0.555
O 2.10 3.94 -1.81 -0.529
O 2.26 2.27 -0.31 -0.444
C 1.17 1.51 0.20 -0.001
C 1.53 0.54 1.27 0.270
C 2.85 0.15 1.48 -0.453
C 3.13 -0.75 2.49 -0.496
C 2.06 -1.23 3.25 -0.377
C 0.78 -0.80 2.95 -0.280
N 0.49 0.08 1.98 -0.401
H -2.11 0.10 -2.59 0.129
H -2.38 1.56 -1.92 0.219
H -1.32 0.83 -0.10 0.375
H -0.86 -0.59 -0.99 0.351
H 1.21 0.26 -1.58 0.394
H 0.42 2.19 0.63 0.397
H 3.63 0.56 0.85 0.449
H 4.14 -1.06 2.70 0.418
H 2.22 -1.93 4.06 0.380
H -0.05 -1.17 3.52 0.412
Cl -5.58 -3.79 -2.47 -0.096
C -4.35 -2.79 -1.69 0.380
Cl -5.11 -1.41 -0.91 -0.099
Cl -3.49 -3.75 -0.49 -0.094
Cl -3.21 -2.22 -2.92 -0.113
```

Computed properties:
LUMO level = 0.04 eV
SMILES string = NC[C@H]1OC(=O)O[C@@H]1c1ccccn1.ClC(Cl)(Cl)Cl

Record 6
# C4H22N2O8

7 unconnected molecules or ions with the total composition C4H22N2O8 (ωB97M-V/def2-TZVPD, the OMol25 dataset).

```
36
Properties=species:S:1:pos:R:3:mulliken_charge:R:1
N -1.66 -1.45 0.59 -0.284
C -1.55 -0.43 -0.33 -0.036
O -2.16 -0.47 -1.37 -0.652
C -0.71 0.77 0.08 0.696
N -1.25 2.11 -0.33 -0.565
C 0.69 0.60 -0.50 1.270
C 1.87 0.95 0.37 -0.492
O 1.54 1.87 1.43 -0.621
H -1.48 -1.34 1.58 0.208
H -2.00 -2.33 0.28 0.267
H -0.77 0.79 1.20 -0.052
H -1.77 2.64 0.39 0.265
H -1.88 2.03 -1.13 0.266
H 0.68 1.23 -1.44 -0.584
H 0.86 -0.47 -0.83 -0.330
H 2.34 0.04 0.92 0.262
H 2.70 1.43 -0.15 0.202
H 0.92 2.55 1.04 0.373
O 0.32 -0.42 -3.11 -0.715
H -0.61 -0.46 -3.24 0.299
H 0.58 0.47 -3.26 0.292
O -0.32 -1.66 3.28 -0.660
H -0.15 -0.77 3.60 0.318
H 0.47 -2.16 3.15 0.328
O 1.02 -2.84 1.03 -0.630
H 0.10 -2.78 1.14 0.342
H 1.16 -2.71 0.08 0.330
O -0.42 1.38 3.29 -0.661
H 0.23 1.98 2.82 0.366
H -0.45 1.70 4.18 0.274
O 1.37 2.52 -2.97 -0.638
H 0.81 3.25 -2.76 0.294
H 2.17 2.51 -2.51 0.293
O 0.36 -2.71 -1.63 -0.625
H 0.26 -1.82 -2.01 0.310
H 0.49 -3.23 -2.43 0.292
```

Computed properties:
LUMO level = 0.33 eV
SMILES string = NC(=O)[C@H](N)CCO.O.O.O.O.O.O

| no. | largest force on an atom (eV Å⁻¹) |
| --- | --- |
| 1 | 2.49 |
| 2 | 5.46 |
| 3 | 17.83 |
| 4 | 3.60 |
| 5 | 1.27 |
| 6 | 3.31 |